Entry 1:
Density functional theory data (the ωB97M-V functional and the def2-TZVPD basis) for a structure of composition C38H47Cl3IN5O5SSi2Zr.

```
! wB97M-V def2-TZVPD RIJCOSX def2/J DEFGRID3
* xyz 0 1
I -3.72 1.34 9.61
Zr -0.29 0.22 1.51
Cl 0.08 -2.17 2.41
Cl 2.26 -1.66 4.91
Cl 2.26 0.16 2.09
S 0.68 -0.81 -0.68
Si 2.30 0.07 -1.65
Si 2.38 -2.00 2.80
O -2.06 0.35 2.86
O -0.04 0.50 3.63
O 3.17 1.00 -0.63
O 3.23 -1.06 -2.39
O 1.84 1.11 -2.84
N -2.31 -1.29 0.72
N -2.50 -1.16 -0.69
N -4.03 0.54 -0.12
N -2.87 -1.95 3.60
N -4.95 1.77 -1.91
C -3.39 -0.82 -4.77
C -4.75 1.49 -0.60
C 4.50 -2.18 -0.67
C -1.00 0.75 6.31
C -3.61 -0.11 -2.48
C -1.53 0.94 7.57
C -0.21 1.63 -3.92
C -3.77 0.96 6.63
C -3.22 0.77 5.36
C -4.20 0.25 -5.18
C 2.66 -3.37 -1.89
C -2.56 -4.69 4.04
C -4.42 0.93 -2.90
C -2.91 1.04 7.72
C 1.99 1.67 -5.13
C -1.85 0.68 5.21
C 0.98 -0.51 -4.45
C 0.31 2.78 1.72
C -2.68 -3.81 5.10
C -2.83 -2.45 4.83
C 5.11 1.52 -2.06
C 0.30 2.29 0.39
C 3.67 3.30 -1.06
C -2.86 -2.33 1.19
C -1.30 0.49 3.85
C -1.86 2.49 1.10
C -3.34 -0.27 -1.03
C -3.10 -0.99 -3.43
C 1.15 0.96 -4.08
C -4.72 1.12 -4.25
C 5.10 1.86 0.41
C 4.26 1.91 -0.85
C -2.76 -2.81 2.59
C -1.03 2.90 2.14
C -2.62 -4.18 2.75
C 4.73 -2.71 -3.11
C 3.77 -2.33 -2.00
C -1.06 2.09 0.02
H 4.46 4.02 -1.29
H -1.34 3.23 3.12
H -2.98 -1.50 -5.51
H -2.66 -4.15 6.13
H -2.46 -1.80 -3.09
H -5.27 2.16 0.08
H -2.94 2.45 1.13
H 2.96 1.18 -5.22
H 1.15 2.23 -0.28
H 4.78 -3.16 -0.27
H 3.10 -4.36 -1.79
H 3.86 -1.69 0.07
H 4.20 -2.78 -4.06
H 5.42 -1.59 -0.79
H -4.42 0.39 -6.23
H 1.49 1.64 -6.10
H 2.15 2.71 -4.84
H 4.49 2.14 1.28
H -5.35 1.95 -4.55
H -2.92 -1.73 5.64
H -1.38 1.82 -0.97
H 0.07 0.66 6.16
H 1.96 -0.99 -4.56
H 5.52 -1.96 -3.20
H 0.44 -0.59 -5.39
H 5.97 2.17 -2.13
H 2.04 -3.35 -2.78
H -2.43 -5.75 4.20
H -0.76 1.14 -3.11
H 4.53 1.60 -2.98
H 5.46 0.49 -1.97
H -0.89 1.01 8.44
H 5.19 -3.68 -2.90
H 5.94 2.56 0.34
H -0.07 2.68 -3.66
H -3.86 0.70 4.49
H 0.43 -1.04 -3.67
H 3.15 3.63 -0.15
H 2.02 -3.18 -1.02
H -3.40 -2.98 0.50
H -2.52 -4.82 1.89
H 5.49 0.86 0.57
H 2.96 3.28 -1.88
H -0.79 1.56 -4.84
H 1.19 3.04 2.29
H -4.84 1.02 6.76
H -5.51 2.56 -2.17
*
```

Computed properties:
Energy relative to the best compared isomer or geometry (same formula, charge and spin) ... 307.1 kJ/mol
M ... 1066.6 g mol⁻¹
LUMO level ... -0.043 eV
Gap between HOMO and LUMO ... 7.8 eV
HOMO energy ... -7.83 eV


Entry 2:
Density functional theory data (the ωB97M-V functional and the def2-TZVPD basis) for a structure of composition C14H12ErN3O10.

```
! wB97M-V def2-TZVPD RIJCOSX def2/J DEFGRID3
* xyz 0 4
Er 5.10 8.90 8.98
O 7.15 8.70 9.67
O 4.43 8.28 13.52
O 3.67 7.37 8.55
O 6.12 13.08 13.85
O 7.68 7.91 11.71
O 5.93 6.54 9.11
O 4.70 11.00 8.37
O 4.81 13.25 8.65
O 2.73 5.33 8.17
O 4.40 8.06 11.20
N 6.05 9.60 4.52
N 5.81 8.86 6.66
N 4.98 10.51 10.81
C 5.34 11.01 13.15
C 5.46 9.86 5.76
C 4.99 10.18 12.11
C 3.65 6.05 8.55
C 6.63 8.03 5.95
C 5.46 12.76 11.53
C 7.08 6.36 9.95
C 4.89 12.09 9.07
C 5.68 12.33 12.83
C 7.34 7.79 10.55
C 6.79 8.46 4.67
C 4.98 5.44 9.04
C 4.58 8.71 12.23
C 5.10 11.83 10.57
H 6.58 13.84 13.53
H 7.87 5.91 9.33
H 5.30 4.70 8.34
H 5.51 10.72 14.19
H 5.02 10.83 6.02
H 6.04 10.35 3.82
H 6.80 5.79 10.89
H 6.99 7.12 6.37
H 7.27 7.94 3.86
H 4.04 7.39 13.46
H 5.70 13.74 11.27
H 4.80 4.97 9.98
*
```

Computed properties:
M ... 549.5 g mol⁻¹
LUMO level (spin up / spin down) ... -0.767 / -0.766 eV
Gap between HOMO and LUMO (spin up / spin down) ... 8.5 / 8.5 eV
HOMO energy (spin up / spin down) ... -9.29 / -9.29 eV
Expectation value of S² ... 3.75


Entry 3:
Density functional theory data (the ωB97M-V functional and the def2-TZVPD basis) for a structure of composition BCdH10O7P.

```
! wB97M-V def2-TZVPD RIJCOSX def2/J DEFGRID3
* xyz -2 1
Cd -0.10 -0.03 0.02
P 1.23 1.22 -1.85
O 0.33 -0.02 -1.87
O 1.42 -1.53 0.26
O 2.56 1.15 -2.66
O 1.49 1.32 -0.27
O 0.15 0.26 2.13
O -1.38 1.70 0.12
O 0.57 2.41 -2.57
B -1.60 -1.63 0.25
H -0.84 2.47 -0.05
H -1.11 -1.69 1.21
H 1.02 0.01 2.44
H 1.98 -2.00 0.89
H -1.91 -0.61 0.06
H -2.25 1.94 -0.20
H -2.40 -2.35 0.15
H -0.81 -1.76 -0.47
H -0.31 0.56 2.91
H 1.97 -1.43 -0.51
*
```

Computed properties:
Energy relative to the best compared isomer or geometry (same formula, charge and spin) ... 193.7 kJ/mol
M ... 276.3 g mol⁻¹
LUMO level ... 4.886 eV
Gap between HOMO and LUMO ... 3.4 eV
HOMO energy ... 1.44 eV


Entry 4:
Density functional theory data (the ωB97M-V functional and the def2-TZVPD basis) for an isolated molecule of C3H3ClN2.

```
! wB97M-V def2-TZVPD RIJCOSX def2/J DEFGRID3
* xyz 0 1
Cl 3.10 0.53 -0.03
N 0.60 0.66 0.15
N -0.45 -2.11 0.01
C -0.69 0.33 -0.12
C 1.61 -0.21 0.22
C -1.14 -1.07 0.01
H -1.41 1.18 -0.38
H -2.31 -0.95 -0.01
H 0.68 1.63 0.15
*
```

Computed properties:
Energy relative to the best compared isomer or geometry (same formula, charge and spin) ... 525.9 kJ/mol
M ... 102.5 g mol⁻¹
LUMO level (spin up / spin down) ... -0.496 / -1.327 eV
Gap between HOMO and LUMO (spin up / spin down) ... 7.8 / 7.3 eV
HOMO energy (spin up / spin down) ... -8.25 / -8.58 eV


Entry 5:
Density functional theory data (the ωB97M-V functional and the def2-TZVPD basis) for the ion C8H16N3 with charge +1.

```
! wB97M-V def2-TZVPD RIJCOSX def2/J DEFGRID3
* xyz 1 1
N -0.35 0.42 0.32
N -0.73 0.31 -1.05
N 0.26 -0.59 1.19
C 2.44 -0.43 0.49
C 2.01 0.75 -0.38
C -2.68 0.47 0.34
C -1.49 0.96 1.14
C 0.72 -2.17 -0.76
C 1.16 -1.35 0.47
C -2.14 0.46 -1.09
C 0.81 1.40 0.23
H -0.09 -2.94 -0.62
H 1.72 0.50 -1.33
H -2.93 -0.51 0.56
H -1.49 0.52 2.04
H -3.65 0.92 0.53
H -1.59 1.99 1.01
H -2.46 1.37 -1.72
H 0.40 -1.54 -1.52
H 3.22 -1.02 0.04
H 0.79 1.54 1.32
H 1.22 -2.23 1.24
H 1.59 -2.56 -1.19
H 0.69 2.34 -0.37
H -2.58 -0.14 -1.84
H 2.53 -0.15 1.45
H 2.65 1.67 -0.48
*
```

Computed properties:
Energy relative to the best compared isomer or geometry (same formula, charge and spin) ... 706.7 kJ/mol
M ... 154.2 g mol⁻¹
LUMO level (spin up / spin down) ... -5.390 / -5.426 eV
Gap between HOMO and LUMO (spin up / spin down) ... 8.7 / 8.4 eV
HOMO energy (spin up / spin down) ... -14.11 / -13.80 eV


Entry 6:
Density functional theory data (the ωB97M-V functional and the def2-TZVPD basis) for the ion C5H8N with charge +1.

```
! wB97M-V def2-TZVPD RIJCOSX def2/J DEFGRID3
* xyz 1 1
N -3.39 -0.09 0.17
C 1.56 1.07 -0.11
C 0.92 -1.41 0.03
C -0.88 0.48 0.23
C 0.52 0.01 0.16
C -2.22 0.07 0.22
H 1.96 -1.32 -0.29
H 2.61 0.57 -0.11
H 1.41 1.47 -1.10
H -4.24 -0.49 -0.26
H 0.84 -1.79 1.03
H 0.26 -1.99 -0.76
H -0.76 1.50 0.39
H 1.40 1.93 0.39
*
```

Computed properties:
Energy relative to the best compared isomer or geometry (same formula, charge and spin) ... 303.5 kJ/mol
M ... 82.1 g mol⁻¹
SMILES ... CC(C)=CC#[NH+]
LUMO level ... -5.433 eV
Gap between HOMO and LUMO ... 9.1 eV
HOMO energy ... -14.50 eV


Entry 7:
Density functional theory data (the ωB97M-V functional and the def2-TZVPD basis) for a structure of composition C49H68ClN2O5PTeY.

```
! wB97M-V def2-TZVPD RIJCOSX def2/J DEFGRID3
* xyz 0 2
Te 1.58 -2.78 -1.15
Y 0.51 1.13 0.40
Cl 0.36 0.51 -2.10
P -0.31 2.24 2.97
O 2.05 -0.04 2.38
O 3.23 -0.93 -2.63
O 2.80 2.24 1.37
O -0.66 -0.82 1.77
O 2.13 2.94 -1.20
N 1.77 -0.67 0.25
N -1.55 2.27 0.22
C -4.63 3.38 1.96
C -2.41 2.65 1.22
C -3.77 3.00 0.96
C 1.61 4.27 -1.29
C 5.47 -3.66 2.26
C -5.19 3.82 4.40
C -1.74 0.30 4.50
C 1.69 -5.49 -2.62
C -0.26 -4.06 0.99
C -0.43 1.10 4.48
C 1.16 -7.07 -6.05
C -4.23 3.44 3.30
C 0.85 4.64 2.31
C -2.54 3.29 -3.22
C 5.31 -3.20 0.96
C -2.01 2.72 2.58
C -1.31 -3.75 -1.17
C 2.86 2.71 -2.42
C -2.71 1.07 -1.58
C -3.40 1.98 -5.20
C 1.63 -6.41 -3.65
C 1.33 -4.16 -2.87
C 0.55 -2.37 -4.51
C 1.22 -6.06 -4.93
C -0.34 4.73 4.48
C 3.68 -2.22 2.97
C 2.38 -0.81 1.39
C 0.87 -4.74 -5.16
C 4.33 -2.26 0.66
C -1.47 -4.57 1.46
C -2.89 -0.09 -0.66
C 0.49 3.83 3.56
C -2.12 2.25 -1.09
C 0.95 -4.04 1.88
C -3.00 2.10 -3.76
C 3.49 -1.79 1.66
C 2.11 -5.96 -1.25
C 2.36 3.73 -3.45
C -0.20 1.73 5.85
C -3.13 1.01 -2.90
C 1.17 4.39 -2.74
C 0.92 -3.78 -4.15
C -1.82 4.74 -1.30
C -2.58 -4.69 0.64
C -0.20 -3.61 -0.34
C -2.91 3.11 3.57
C -2.14 3.40 -1.89
C -2.49 -4.30 -0.69
C 4.66 -3.15 3.27
H -1.27 5.02 3.99
H -2.58 3.14 4.60
H 0.21 -1.81 -3.65
H 1.90 -7.44 -3.45
H -2.85 2.69 -5.82
H -5.89 3.01 4.59
H -2.55 0.89 4.93
H 1.81 -6.77 -6.87
H -4.13 2.95 -0.05
H 2.06 3.25 -4.38
H 0.10 -0.90 2.36
H -1.61 -0.59 5.11
H 0.23 5.64 4.69
H 1.47 -8.06 -5.70
H 0.69 -4.29 2.90
H 0.14 -7.15 -6.44
H 2.41 5.00 -1.07
H 2.64 1.69 -2.73
H 3.93 2.81 -2.23
H -3.36 0.22 0.27
H 6.23 -4.39 2.49
H -1.04 2.36 6.14
H -3.56 0.09 -3.28
H 5.95 -3.57 0.16
H 1.53 4.08 1.67
H 0.27 3.79 -2.88
H -2.72 5.19 -0.88
H 4.24 -1.88 -0.35
H 0.40 0.41 4.30
H 1.69 -4.77 1.53
H -1.25 -3.42 -2.20
H 3.04 -1.81 3.74
H 1.29 -5.86 -0.54
H 3.42 -0.31 -1.91
H -0.11 0.94 6.59
H -3.52 -0.85 -1.14
H -4.66 4.03 5.32
H -5.76 4.71 4.12
H -2.50 4.18 -3.86
H -2.05 0.00 3.50
H -0.06 4.88 1.75
H 2.96 -5.38 -0.87
H -1.53 -4.90 2.49
H 1.44 -3.07 1.87
H 0.98 5.42 -3.05
H -0.24 -2.36 -5.27
H 2.76 1.48 2.00
H 1.41 3.53 4.08
H 2.40 -7.01 -1.29
H -3.50 -5.08 1.03
H 3.65 2.19 0.93
H 1.41 -1.85 -4.93
H 0.72 2.32 5.89
H 2.37 -0.62 -2.95
H -1.94 -0.56 -0.42
H -4.47 2.18 -5.33
H -0.58 4.26 5.43
H 4.79 -3.48 4.29
H -3.34 -4.42 -1.34
H -3.20 0.98 -5.57
H -5.65 3.64 1.71
H -1.03 -1.71 1.67
H 3.13 4.48 -3.67
H 0.82 4.37 -0.55
H 0.54 -4.44 -6.15
H 1.33 5.58 2.58
H -1.41 5.43 -2.05
H -1.11 4.64 -0.48
*
```

Computed properties:
Energy relative to the best compared isomer or geometry (same formula, charge and spin) ... 60.7 kJ/mol
M ... 1048.0 g mol⁻¹
LUMO level (spin up / spin down) ... 0.370 / -1.709 eV
Gap between HOMO and LUMO (spin up / spin down) ... 7.1 / 5.0 eV
HOMO energy (spin up / spin down) ... -6.75 / -6.74 eV
Expectation value of S² ... 0.76


Entry 8:
Density functional theory data (the ωB97M-V functional and the def2-TZVPD basis) for a structure of composition C50H49Br2CrN6O5PSTe2.

```
! wB97M-V def2-TZVPD RIJCOSX def2/J DEFGRID3
* xyz 0 5
Te -0.89 -2.22 2.17
Te -2.33 2.14 2.47
Br 6.90 1.74 -0.74
Br 5.80 2.71 5.68
Cr -0.08 0.29 1.69
S -2.90 -1.19 -6.90
P 1.14 -2.88 -0.34
O 1.31 -0.35 5.44
O 2.84 0.14 2.19
O 0.17 0.41 3.68
O -4.70 0.43 -5.80
O 1.23 1.98 1.23
N 2.80 -4.76 -1.61
N 0.61 3.26 -1.14
N 2.35 3.99 3.85
N 2.19 4.82 -1.42
N 3.51 -2.42 -1.79
N 3.78 -3.62 0.34
C 1.40 -4.49 -1.28
C -2.52 -2.30 3.54
C -4.43 -0.26 -6.74
C -2.13 -1.81 -4.35
C 4.23 2.69 -0.76
C -1.33 4.50 -2.20
C -1.62 5.72 -2.79
C 2.49 -3.22 0.91
C -1.60 0.41 -5.09
C -2.53 -3.37 4.42
C -0.02 4.32 -1.77
C 1.93 3.63 -0.97
C 4.30 -2.60 -0.58
C 1.92 1.76 4.62
C 2.50 1.89 0.70
C -3.62 -1.44 3.48
C 5.10 1.80 -0.18
C -2.22 -2.77 0.61
C -4.71 -1.66 4.31
C 3.60 3.89 4.33
C 3.37 -3.71 -2.46
C 1.55 2.93 4.00
C -0.66 0.05 -1.48
C -0.64 6.72 -2.93
C -4.02 -2.23 -0.89
C -1.61 -1.52 -3.10
C -4.72 -2.74 5.19
C 0.66 6.51 -2.51
C -5.34 -0.45 -7.93
C 4.68 0.92 0.82
C -3.63 -3.59 5.25
C 2.90 2.72 -0.33
C 4.03 2.77 5.01
C -4.04 -3.54 -1.35
C -3.11 -1.84 0.08
C 1.07 0.51 4.61
C -3.46 2.79 0.79
C -2.23 -4.09 0.15
C -1.10 -0.24 -2.82
C 3.64 -4.88 -0.41
C 3.76 -0.57 3.04
C -1.08 0.71 -3.84
C 2.20 -1.83 -1.47
C -2.15 -0.84 -5.34
C -0.39 0.18 -0.30
C -2.36 4.03 3.42
C 3.19 1.69 5.18
C 3.37 0.96 1.26
C 0.98 5.28 -1.93
C -3.14 -4.47 -0.83
H 0.55 3.04 3.59
H 3.16 -0.98 3.85
H -5.58 -2.91 5.83
H 3.21 -5.64 0.25
H -1.60 -2.27 -2.31
H -2.97 3.67 0.35
H -2.62 5.91 -3.15
H -0.91 7.67 -3.38
H 2.73 -3.58 -3.34
H -3.15 -5.49 -1.18
H -1.58 1.16 -5.88
H -3.08 -0.81 0.41
H 2.14 -4.00 1.59
H 2.62 -2.32 1.51
H -4.82 -0.91 -8.77
H -4.70 -1.50 -1.31
H -5.74 0.52 -8.23
H 4.25 -1.38 2.50
H -3.40 4.29 3.62
H -6.17 -1.09 -7.63
H 4.26 4.74 4.16
H 5.31 -2.90 -0.87
H -4.47 3.03 1.09
H -3.63 -0.61 2.81
H 1.43 7.27 -2.63
H 4.36 -4.03 -2.79
H 4.54 3.36 -1.55
H -0.65 1.69 -3.65
H 4.51 0.11 3.44
H -4.74 -3.84 -2.12
H 4.36 -1.64 -0.05
H -3.63 -4.43 5.93
H 5.39 0.21 1.23
H 0.84 2.83 0.98
H -5.56 -0.99 4.26
H -2.54 -2.80 -4.55
H -1.54 -4.81 0.57
H -3.46 1.98 0.06
H 0.82 -4.44 -2.20
H 3.49 0.81 5.72
H 1.00 -5.31 -0.68
H 1.64 -1.66 -2.40
H -2.09 3.73 -2.08
H 4.63 -5.20 -0.72
H 2.34 -0.86 -1.00
H -1.89 4.77 2.79
H -1.67 -4.03 4.47
H -1.82 3.94 4.36
H 0.23 2.32 -1.01
*
```

Computed properties:
Energy relative to the best compared isomer or geometry (same formula, charge and spin) ... 29.7 kJ/mol
M ... 1344.0 g mol⁻¹
LUMO level (spin up / spin down) ... 0.111 / -0.004 eV
Gap between HOMO and LUMO (spin up / spin down) ... 8.1 / 8.2 eV
HOMO energy (spin up / spin down) ... -8.00 / -8.20 eV
Expectation value of S² ... 6.03